DFT (wB97M-V/def2-TZVPD) results for a structure of composition C49H42BrClI2N9O2PSSr.

Geometry as XYZ:
```
109
Properties=species:S:1:pos:R:3
Sr 0.4258 0.7665 1.0908
N -1.5737 -3.1935 2.9498
C -1.1729 -1.9302 2.5617
S 0.5576 -1.7809 2.3201
N -2.0994 -1.0622 2.3780
N -1.7663 0.1980 1.9356
C -2.8017 0.9570 1.8034
C -2.8172 2.3534 1.4721
C -4.0725 2.9653 1.3219
C -4.2043 4.3016 1.0321
C -3.0523 5.0790 0.8950
C -1.8092 4.5178 1.0477
C -1.6359 3.1414 1.3308
O -0.4511 2.6368 1.4366
H -0.8600 -3.7376 3.4064
H -2.4927 -3.2435 3.3639
H -3.7749 0.4983 2.0016
H -4.9546 2.3450 1.4317
H -5.1811 4.7478 0.9105
H -3.1433 6.1328 0.6652
H -0.9123 5.1146 0.9323
C 4.4646 3.1526 2.3500
C 3.3312 2.6659 1.4839
O 2.7161 1.6299 1.7218
N 3.0598 3.4324 0.4108
C 1.9502 3.1293 -0.4816
C 2.2462 1.9041 -1.3098
C 3.2658 1.9247 -2.2541
C 3.5388 0.7689 -2.9716
C 2.7865 -0.3648 -2.7166
C 1.7996 -0.3006 -1.7438
N 1.5324 0.8096 -1.0644
H 4.3288 2.7906 3.3661
H 4.5157 4.2395 2.3596
H 5.4074 2.7538 1.9735
H 3.6231 4.2455 0.2354
H 1.7703 3.9929 -1.1198
H 1.0594 2.9567 0.1219
H 3.8425 2.8263 -2.4141
H 4.3263 0.7595 -3.7140
H 2.9637 -1.2928 -3.2411
H 1.2087 -1.1736 -1.5023
Cl -1.1454 2.8627 -1.6850
C -2.0537 2.5387 -3.1185
C -2.4146 3.5962 -3.9399
C -3.1706 3.3479 -5.0724
C -3.5575 2.0534 -5.3801
C -3.1923 1.0046 -4.5548
C -2.4358 1.2251 -3.4060
P -1.9410 -0.1325 -2.2518
C -3.5447 -0.4378 -1.4244
C -3.6320 -1.5872 -0.6386
C -4.8022 -1.8896 0.0333
C -5.8891 -1.0319 -0.0522
C -5.7938 0.1342 -0.7949
C -4.6261 0.4356 -1.4793
C -1.9179 -1.4673 -3.5216
C -0.8737 -1.3681 -4.4426
C -0.7309 -2.3019 -5.4532
C -1.6233 -3.3615 -5.5509
C -2.6569 -3.4711 -4.6353
C -2.8095 -2.5273 -3.6289
H -2.1094 4.6015 -3.6858
H -3.4607 4.1690 -5.7131
H -4.1538 1.8584 -6.2608
H -3.5070 -0.0020 -4.7942
H -2.7681 -2.2377 -0.5545
H -4.8577 -2.7856 0.6359
H -6.8059 -1.2693 0.4705
H -6.6353 0.8125 -0.8459
H -4.5561 1.3547 -2.0452
H -0.1779 -0.5400 -4.3564
H 0.0766 -2.2091 -6.1677
H -1.5078 -4.1011 -6.3323
H -3.3517 -4.2978 -4.7047
H -3.6306 -2.6196 -2.9318
Br 3.1377 3.1135 7.0428
C 2.9525 1.2650 6.6758
C 3.6624 0.3699 7.4620
C 3.5894 -0.9870 7.1980
C 2.8274 -1.4409 6.1329
C 2.1022 -0.5481 5.3613
C 2.1430 0.8105 5.6388
I 0.9374 2.1258 4.5105
H 4.2655 0.7459 8.2757
H 4.1279 -1.6866 7.8220
H 2.7836 -2.4963 5.9001
H 1.5052 -0.9093 4.5347
N 7.2369 0.8506 1.7183
C 6.4685 0.0167 1.5325
C 5.4667 -0.9616 1.2905
C 5.5122 -2.2385 1.8483
C 4.4781 -3.1130 1.5720
C 3.4467 -2.6849 0.7468
N 3.4022 -1.4729 0.2057
C 4.3842 -0.6336 0.4701
H 6.3472 -2.5317 2.4689
H 4.4689 -4.1079 1.9913
H 2.6207 -3.3372 0.4981
H 4.3298 0.3437 0.0076
I -0.9809 -7.2932 -2.2090
C -0.4222 -5.4636 -1.3872
C -0.5468 -5.0715 -0.0722
N -0.0471 -3.8264 -0.0054
N 0.3916 -3.3985 -1.1888
C 0.1732 -4.3800 -2.0457
H -0.9619 -5.5825 0.7757
H 0.0835 -3.2094 0.8196
H 0.4257 -4.2812 -3.0858
```

Computed properties:
Relative energy (zero: lowest compared OMol25 entry of this formula, charge and spin) = 17.5 kcal/mol
Calculated total energy = -6935.7088 hartree

These are the Löwdin partial charges, in e, on atoms 1 to 5: 1.20, 0.04, -0.86, 0.54, -0.02


DFT (wB97M-V/def2-TZVPD) results for a structure of composition C49H42BrN7O5PPbS.

Geometry as XYZ:
```
107
Properties=species:S:1:pos:R:3
Pb -0.1709 1.4799 -0.4954
O -5.8624 2.5182 0.9449
C -6.0069 2.1251 -0.3281
C -7.3018 1.9741 -0.8303
C -7.5097 1.5890 -2.1421
C -6.4288 1.3402 -2.9847
C -5.1432 1.4780 -2.4838
C -4.9064 1.8671 -1.1678
C -3.4834 1.9909 -0.7069
O -2.5689 1.6003 -1.4897
N -3.3444 2.5134 0.5021
N -2.0187 2.6587 0.8723
C -1.8119 3.3801 1.9020
C -0.5058 3.7734 2.4446
C -0.5062 4.1832 3.7883
C 0.6139 4.6769 4.4244
C 1.7953 4.7925 3.6770
C 1.8363 4.4111 2.3576
C 0.7048 3.8724 1.6704
O 0.8117 3.5594 0.4268
H -4.8742 2.6669 1.0643
H -8.1338 2.1697 -0.1640
H -8.5230 1.4937 -2.5168
H -6.5890 1.0378 -4.0132
H -4.2749 1.2888 -3.1043
H -2.6873 3.7729 2.4270
H -1.4431 4.1078 4.3346
H 0.5798 4.9765 5.4645
H 2.6912 5.1892 4.1457
H 2.7494 4.5062 1.7806
C -3.4143 -4.1868 0.0220
C -2.0089 -4.0942 0.6011
N -1.0554 -3.4528 -0.2963
C -1.0790 -2.1034 -0.5917
S -1.4264 -0.9901 0.8063
N -0.8882 -1.7931 -1.8134
N -0.6823 -0.5009 -2.1937
C -1.0743 -0.1901 -3.3624
C -1.7968 -1.1339 -4.2776
C -0.8248 1.2097 -3.8236
C -1.3310 1.6425 -5.0416
C -1.1176 2.9512 -5.4432
C -0.3861 3.7988 -4.6337
C 0.0766 3.2994 -3.4267
N -0.1414 2.0514 -3.0323
H -4.0968 -4.6358 0.7480
H -3.7892 -3.1902 -0.2241
H -3.4293 -4.7927 -0.8864
H -2.0343 -3.5386 1.5318
H -1.6215 -5.0903 0.8259
H -0.8281 -3.9888 -1.1239
H -2.8481 -0.8454 -4.3679
H -1.3444 -1.1339 -5.2716
H -1.7414 -2.1354 -3.8634
H -1.9041 0.9711 -5.6646
H -1.5307 3.3043 -6.3788
H -0.1860 4.8235 -4.9156
H 0.6326 3.9267 -2.7332
Br 6.5206 2.9188 -5.7800
C 5.2952 1.9503 -4.6839
C 4.4687 2.6462 -3.8190
C 3.5870 1.9297 -3.0175
C 3.5141 0.5435 -3.0982
C 4.3509 -0.1262 -3.9820
C 5.2567 0.5694 -4.7758
C 2.5401 -0.2421 -2.2172
O 2.2409 -1.3819 -2.6004
O 2.1563 0.3807 -1.1803
H 4.5173 3.7261 -3.7669
H 2.9481 2.4373 -2.3032
H 4.2688 -1.2050 -4.0440
H 5.9148 0.0497 -5.4595
N 0.0195 -0.6822 1.5919
P 1.0881 -1.6920 2.1641
C 2.1253 -0.7214 3.2790
C 1.6420 0.4861 3.7725
C 2.3583 1.1666 4.7491
C 3.5559 0.6529 5.2214
C 4.0460 -0.5495 4.7243
C 3.3299 -1.2398 3.7600
C 0.4105 -2.9738 3.2745
C -0.8485 -2.7356 3.8236
C -1.3931 -3.6235 4.7425
C -0.6814 -4.7525 5.1201
C 0.5794 -4.9896 4.5874
C 1.1270 -4.1024 3.6713
C 2.2135 -2.5474 1.0304
C 1.9740 -3.8518 0.5997
C 2.8426 -4.4631 -0.2928
C 3.9475 -3.7717 -0.7693
C 4.1848 -2.4684 -0.3594
C 3.3186 -1.8534 0.5319
H 0.7171 0.8934 3.3781
H 1.9777 2.1056 5.1263
H 4.1131 1.1910 5.9796
H 4.9866 -0.9456 5.0868
H 3.7107 -2.1782 3.3779
H -1.3932 -1.8487 3.5242
H -2.3723 -3.4310 5.1635
H -1.1045 -5.4457 5.8366
H 1.1361 -5.8699 4.8836
H 2.1131 -4.2891 3.2646
H 1.1102 -4.3853 0.9638
H 2.6489 -5.4752 -0.6276
H 4.6149 -4.2441 -1.4807
H 5.0259 -1.9153 -0.7582
H 3.4800 -0.8216 0.8180
```

Computed properties:
Relative energy (zero: lowest compared OMol25 entry of this formula, charge and spin) = 0.0 kcal/mol
Net charge = -1
Calculated total energy = -6158.4707 hartree

These are the Löwdin partial charges, in e, on atoms 1 to 5: 1.49, 0.03, -0.29, -0.03, -0.11


Per-record gap between HOMO and LUMO, eV: 7.18, 6.52
Per-record LUMO level, eV: 0.12, 2.10
Per-record HOMO level, eV: -7.062, -4.419